ORCA calculation (ωB97M-V/def2-TZVPD) on a 12-piece molecular cluster, C32H60F9N3O23P overall in a non-equilibrium geometry.

```
128
C32H60F9N3O23P (ωB97M-V/def2-TZVPD)
N 3.18417 3.20487 -0.49467
H 3.21771 4.10959 -0.95652
H 2.22398 2.79473 -0.50444
H 3.55267 3.30859 0.45039
H 3.81981 2.57320 -1.01667
N 0.41054 3.80830 -3.43664
H 0.26880 2.85963 -3.02299
H 0.09121 3.73771 -4.40552
H 1.38654 4.08920 -3.38329
H -0.12337 4.47965 -2.89159
N -1.83711 3.46631 0.43226
H -2.30771 2.62942 0.05788
H -2.33478 3.91229 1.20383
H -1.81398 4.19679 -0.27722
H -0.86351 3.19773 0.62656
C 0.53483 1.01606 -0.88162
O 1.56133 0.86193 0.09069
O 0.42029 2.37191 -1.12273
C 0.72652 -0.00702 -2.00393
F -0.49362 -0.19511 -2.52823
F 1.61030 0.30977 -2.96705
F 1.13998 -1.21095 -1.54682
C 1.22319 1.05637 1.44916
C 2.43083 1.17754 2.30578
H 2.16021 1.14877 3.36045
H 3.04490 0.30493 2.05500
H 3.07305 2.04975 2.18151
H 0.53078 0.30623 1.84575
H 0.63117 1.97324 1.59723
H -0.35736 0.72320 -0.31102
P 1.38803 6.02372 2.99476
F 2.10770 4.59184 2.71376
F 0.60789 5.37969 4.26163
F 2.54873 6.51030 4.04289
F 0.72117 7.48526 3.23576
F 2.15249 6.71926 1.75327
F 0.12640 5.53916 2.07788
C -0.53721 -2.76971 2.01253
C 0.76190 -3.20908 1.32901
C 2.04450 -2.55086 1.95623
O 2.91233 -3.62824 2.24815
C 2.28485 -4.78419 2.07874
O 2.62309 -5.88892 2.36123
O 0.97449 -4.55185 1.72395
H -0.65678 -1.70692 1.80024
H -0.50465 -3.01407 3.07300
H -1.37870 -3.35520 1.64007
H 0.77047 -3.15607 0.23727
H 1.81603 -1.86389 2.76861
H 2.33383 -1.92329 1.10681
C -3.81164 -3.07279 3.71220
C -3.88253 -1.64507 4.27805
C -3.54122 -1.51576 5.70966
O -2.27947 -0.75102 5.65682
C -2.01588 -0.37737 4.40982
O -1.08410 0.30028 4.08877
O -2.90124 -0.94670 3.55497
H -3.81026 -3.18942 2.62663
H -4.61689 -3.76941 3.96692
H -2.89969 -3.57621 4.04459
H -4.83407 -1.19602 3.97615
H -3.22557 -2.47659 6.11299
H -4.29074 -1.03543 6.33033
C 7.29102 -1.30035 -1.75830
C 5.81945 -1.40718 -2.12692
C 4.91225 -1.16773 -0.92217
O 4.68202 0.25736 -0.91545
C 5.00411 0.73345 -2.12227
O 4.83849 1.89344 -2.41477
O 5.50796 -0.21891 -2.89137
H 7.46103 -0.67929 -0.88074
H 7.89541 -0.95654 -2.59591
H 7.66826 -2.30429 -1.54487
H 5.52123 -2.28412 -2.69315
H 5.40408 -1.52274 -0.01634
H 3.95487 -1.68170 -0.95362
C 1.37826 3.82554 7.55383
C 1.84921 3.00980 6.37190
C 3.16021 3.47678 5.75973
O 4.04544 2.35172 5.88954
C 3.39576 1.33289 6.48172
O 3.90280 0.28977 6.81351
O 2.20722 1.72999 6.89339
H 2.25191 4.06647 8.15797
H 0.62318 3.28557 8.12030
H 0.95782 4.77038 7.20210
H 1.18802 2.79296 5.52730
H 3.61611 4.36477 6.19720
H 2.94264 3.70813 4.71625
C -4.95805 -2.05104 -2.76742
C -4.87374 -1.62397 -1.31079
C -3.80080 -2.33288 -0.44920
O -2.80724 -1.34031 -0.26160
C -3.26033 -0.13060 -0.67076
O -2.74603 0.90133 -0.33924
O -4.42761 -0.25458 -1.28123
H -5.66409 -1.42431 -3.31252
H -5.35974 -3.06550 -2.81496
H -3.99452 -2.02846 -3.27663
H -5.83995 -1.65195 -0.80941
H -3.27519 -3.04956 -1.08574
H -4.27208 -2.73658 0.44366
C -2.50109 0.88065 -8.30361
C -3.32969 1.24079 -7.04936
C -3.70898 0.04545 -6.12184
O -2.79093 0.18426 -5.00759
C -2.04233 1.27383 -5.16702
O -1.08476 1.51719 -4.49017
O -2.48713 2.01260 -6.19566
H -3.17042 0.53630 -9.08740
H -1.71628 0.16047 -8.06386
H -1.91853 1.75215 -8.60021
H -4.18469 1.89551 -7.21037
H -3.40189 -0.88982 -6.59543
H -4.72961 -0.13449 -5.79501
C -1.28871 -3.01792 -3.27089
C -1.90934 -4.14506 -4.06292
C -0.94346 -5.33924 -4.28966
O -1.73089 -6.46903 -3.86087
C -2.85168 -6.05889 -3.27220
O -3.63375 -6.74118 -2.69784
O -3.00638 -4.71060 -3.36539
H -1.03084 -3.23270 -2.23391
H -2.17570 -2.36851 -3.20314
H -0.54428 -2.35256 -3.69877
H -2.26523 -3.79915 -5.03440
H -0.05256 -5.21879 -3.67917
H -0.71485 -5.44903 -5.34558
```

Summary:
* HOMO energy: -11.50 eV
* charge: +1
* orbital gap: 8.24 eV

Löwdin population analysis, charges in e, atoms 1 to 6:
1. N 0.316
2. H 0.140
3. H 0.089
4. H 0.131
5. H 0.083
6. N 0.294

=====

ORCA calculation (ωB97M-V/def2-TZVPD) on one molecule with the formula C4H7NO2 in a non-equilibrium geometry.

```
14
C4H7NO2 (ωB97M-V/def2-TZVPD)
C 1.51986 1.28997 0.00798
C 1.98468 0.03927 -0.42332
C 0.12155 0.93158 -0.45132
C -1.39184 -0.57545 0.71848
N 1.97784 2.09012 0.85077
O -0.32952 0.78805 -1.67844
O -0.58239 0.59043 0.65083
H 1.93786 -0.12646 -1.44803
H 2.22202 -0.72381 0.19703
H -2.01949 -0.60214 1.68682
H -0.70666 -1.40048 0.92892
H -2.02757 -0.85385 -0.10139
H 1.37911 2.80015 1.39362
H -0.88210 -0.07461 -1.96419
```

Summary:
* ΔE to the lowest compared entry with this formula, charge and spin: 542.7 kJ/mol
* HOMO energy: -7.56 eV
* orbital gap: 7.70 eV

natural (NBO) population analysis, charges in e, atoms 1 to 6:
1. C 0.203
2. C -0.533
3. C 0.592
4. C -0.280
5. N -0.646
6. O -0.674

=====

ORCA calculation (ωB97M-V/def2-TZVPD) on one molecule with the formula C25H26FN3OS.

```
57
C25H26FN3OS (ωB97M-V/def2-TZVPD)
C -6.96978 -3.83538 -1.13617
C -6.56978 -2.48562 -0.62466
C -7.03340 -2.03428 0.60772
C -6.68740 -0.78618 1.08102
C -5.86117 0.03892 0.32542
S -5.46706 1.62054 1.03078
C -4.77118 2.55399 -0.36496
C -3.37669 2.12683 -0.82108
O -3.03286 2.29017 -1.97188
N -2.62010 1.61277 0.17396
C -1.30328 1.14776 0.12335
C -0.51795 1.19578 -1.02198
C 0.78230 0.73264 -0.99662
C 1.36620 0.19218 0.15452
N 2.64688 -0.33667 0.17791
C 3.58008 0.07516 1.20987
C 4.61487 -1.03222 1.44378
N 5.32173 -1.32928 0.21588
C 6.47853 -0.62955 -0.10596
C 6.75713 -0.17640 -1.39920
C 7.95200 0.45481 -1.69122
C 8.90336 0.66229 -0.70966
C 8.64625 0.21088 0.57447
C 7.46093 -0.42827 0.87198
C 4.37445 -1.70944 -0.80477
C 3.32469 -0.61869 -1.06914
C 0.53641 0.14102 1.28364
F 0.99172 -0.40576 2.44079
C -0.75682 0.61054 1.28588
C -5.38286 -0.39713 -0.89880
C -5.74460 -1.65045 -1.36338
H -6.37569 -4.11557 -2.00215
H -8.02028 -3.82954 -1.42734
H -6.84370 -4.59100 -0.36288
H -7.67656 -2.66836 1.20049
H -7.05151 -0.43743 2.03564
H -4.71478 3.58445 -0.00664
H -5.46082 2.51951 -1.20858
H -3.08123 1.51197 1.07319
H -0.92536 1.60734 -1.92988
H 1.36617 0.81027 -1.89918
H 3.05388 0.28454 2.13768
H 4.11003 0.99108 0.89528
H 5.30562 -0.71623 2.22214
H 4.10115 -1.94011 1.77551
H 6.04016 -0.30335 -2.19539
H 8.13308 0.79690 -2.70035
H 9.83158 1.16198 -0.94068
H 9.38247 0.34939 1.35322
H 7.30566 -0.79684 1.87449
H 4.89690 -1.97388 -1.72352
H 3.85254 -2.60223 -0.44171
H 2.60205 -0.99254 -1.79591
H 3.81576 0.28071 -1.47385
H -1.33560 0.53679 2.19425
H -4.73275 0.21739 -1.50089
H -5.36851 -1.97857 -2.32156
```

Summary:
* ΔE to the lowest compared entry with this formula, charge and spin: 89.2 kJ/mol
* SMILES: Cc1ccc(SCC(=O)Nc2ccc(N3CCN(c4ccccc4)CC3)c(F)c2)cc1
* HOMO energy: -7.47 eV
* orbital gap: 8.10 eV

natural (NBO) population analysis, charges in e, atoms 1 to 6:
1. C -0.626
2. C -0.025
3. C -0.197
4. C -0.251
5. C -0.083
6. S 0.228